{"formula": "C22H48N2O16S3Si", "method": "the ωB97M-V functional and the def2-TZVPD basis", "energy_ev": -99706.2209, "orbital_gap_ev": 8.9, "multiplicity": 1, "molar_mass_g_mol": 720.9, "largest_force_ev_per_a": 9.132, "smiles": "COC[Si@](CC(=O)OC(C)=O)(C[C@H](O)CN)N(C(C)=O)C(C)=O.CCOS(C)(=O)=O.CCOS(C)(=O)=O.CCOS(C)(=O)=O", "homo_ev": -8.86, "charge": 0, "lumo_ev": 0.04, "species": ["C", "O", "C", "Si", "C", "C", "O", "O", "C", "C", "O", "C", "C", "O", "C", "N", "N", "C", "C", "O", "C", "C", "O", "H", "H", "H", "H", "H", "H", "H", "H", "H", "H", "H", "H", "H", "H", "H", "H", "H", "H", "H", "H", "H", "H", "H", "H", "C", "C", "O", "S", "C", "O", "O", "H", "H", "H", "H", "H", "H", "H", "H", "C", "C", "O", "S", "C", "O", "O", "H", "H", "H", "H", "H", "H", "H", "H", "C", "C", "O", "S", "C", "O", "O", "H", "H", "H", "H", "H", "H", "H", "H"], "xyz": [[2.830, -4.737, 0.792], [3.140, -4.484, -0.630], [2.465, -3.268, -1.108], [1.544, -3.454, -2.792], [1.575, -1.709, -3.655], [1.335, -0.452, -2.629], [0.273, 0.363, -2.881], [2.179, -0.081, -1.482], [1.192, 0.277, -0.411], [0.933, 1.851, 0.029], [0.433, -0.650, 0.226], [-0.308, -3.963, -2.655], [-1.096, -3.367, -1.345], [-0.595, -3.900, -0.068], [-2.695, -3.816, -1.534], [-3.220, -4.599, -0.345], [2.349, -4.600, -3.917], [3.851, -4.442, -3.956], [4.555, -3.408, -5.058], [4.690, -5.128, -3.174], [1.903, -6.031, -3.736], [1.797, -6.866, -2.331], [1.599, -6.717, -4.872], [1.685, -4.605, 1.005], [3.111, -5.836, 1.127], [3.445, -3.977, 1.439], [1.779, -2.832, -0.266], [3.324, -2.459, -1.282], [0.668, -1.696, -4.431], [2.540, -1.516, -4.289], [0.930, 2.544, -0.935], [-0.125, 1.996, 0.529], [1.768, 2.269, 0.742], [-0.517, -5.116, -2.691], [-0.856, -3.504, -3.608], [-1.091, -2.196, -1.360], [-1.000, -3.355, 0.689], [-2.751, -4.535, -2.473], [-3.383, -2.883, -1.778], [-2.675, -5.479, -0.177], [-3.286, -4.005, 0.514], [5.238, -4.074, -5.774], [5.186, -2.606, -4.459], [3.751, -2.887, -5.763], [2.885, -7.079, -1.910], [1.276, -7.931, -2.472], [1.204, -6.335, -1.473], [-4.308, 5.660, -1.818], [-2.794, 5.739, -1.787], [-2.333, 6.348, -0.590], [-2.284, 5.456, 0.773], [-1.273, 6.563, 1.725], [-1.529, 4.247, 0.519], [-3.608, 5.426, 1.358], [-4.680, 4.960, -1.064], [-4.657, 5.320, -2.798], [-4.753, 6.636, -1.601], [-2.342, 4.750, -1.922], [-2.451, 6.366, -2.617], [-0.294, 6.644, 1.250], [-1.170, 6.147, 2.729], [-1.764, 7.537, 1.774], [7.162, 3.203, 3.788], [6.243, 2.008, 3.955], [4.961, 2.403, 4.420], [3.901, 3.029, 3.352], [2.456, 2.905, 4.376], [3.756, 2.115, 2.239], [4.208, 4.431, 3.159], [6.826, 3.845, 2.968], [8.183, 2.877, 3.566], [7.173, 3.815, 4.695], [6.163, 1.436, 3.025], [6.664, 1.336, 4.711], [2.259, 1.852, 4.583], [1.617, 3.344, 3.832], [2.630, 3.458, 5.302], [-3.964, 2.650, 2.078], [-4.574, 1.604, 2.991], [-5.985, 1.548, 2.843], [-6.606, 0.750, 1.565], [-8.280, 0.663, 2.151], [-6.059, -0.589, 1.533], [-6.570, 1.622, 0.410], [-4.058, 2.358, 1.028], [-2.901, 2.783, 2.298], [-4.474, 3.612, 2.193], [-4.123, 0.620, 2.823], [-4.373, 1.877, 4.032], [-8.304, 0.063, 3.063], [-8.886, 0.191, 1.376], [-8.641, 1.675, 2.342]], "forces_ev_per_angstrom": [[-0.1446, 0.0354, 0.6450], [-1.4988, 0.1987, 1.2893], [1.3376, 1.2079, 1.1074], [-0.4478, 0.2599, 0.5788], [-0.0470, 1.5104, -0.3367], [-5.3165, 4.2387, -1.9329], [6.5860, -5.1796, 1.8633], [-3.8829, -0.8520, -0.3587], [-4.6449, -2.7701, 3.9768], [0.3077, 0.4857, -1.0079], [5.5657, 5.4894, -4.7200], [-1.3004, -0.0370, 0.1553], [-1.3701, 0.4378, -0.8455], [-0.7523, 1.6398, -0.3721], [0.1124, -0.6355, -0.3122], [0.3250, 0.7831, -0.6587], [1.7490, -1.3300, 1.0197], [4.2336, -2.5893, 2.4914], [-0.8463, -0.3584, -0.0742], [-5.3349, 3.7551, -4.6993], [-1.3522, -4.5944, -5.1598], [0.2561, -0.5036, 0.5102], [1.9577, 4.5557, 7.0775], [2.0975, -0.1417, -0.4676], [-0.3277, 2.2706, -1.1189], [-1.1771, -1.3847, -1.0144], [1.0714, -0.6737, -1.7338], [-1.6925, -1.4639, 0.3717], [1.9483, 0.3480, 1.8780], [-1.6159, -0.3417, 1.4255], [0.1450, -1.7031, 1.9204], [2.2864, -0.8367, -1.0201], [-1.4722, -1.1810, -1.4006], [0.5156, 2.0862, 0.0551], [1.0273, -0.9726, 2.0229], [0.4048, -2.1002, 0.1558], [0.8745, -1.0702, -1.9250], [0.0363, 1.4729, 1.9369], [1.4471, -1.9502, 0.7613], [-0.5639, 1.6011, -0.1110], [0.2749, -0.9770, -1.1434], [-1.3994, 1.4568, 1.8804], [-1.2701, -1.8291, -1.3385], [1.6697, -1.1098, 1.7202], [-2.1683, 0.7760, -1.0512], [1.1496, 2.5905, -0.2661], [1.2214, -0.5752, -1.7636], [-0.2623, -0.1520, 0.2346], [-0.6279, -0.4994, -1.0494], [0.5444, -0.2388, 1.4967], [-0.1292, 0.6796, -0.3658], [0.0405, 0.1119, -0.1412], [-0.8001, 0.6180, 0.1313], [1.2483, 0.0024, -0.6466], [0.0336, 0.0577, -0.1249], [0.1066, 0.0572, 0.0851], [0.1157, -0.0947, -0.1132], [0.0287, 0.1076, 0.1747], [0.1709, 0.0495, 0.3727], [-0.1708, -0.0418, 0.0199], [-0.1258, -0.0672, -0.1806], [0.0221, -0.1791, -0.0435], [-0.0086, 0.3286, -0.1953], [1.1969, -0.1572, -0.3725], [-1.4341, 0.3700, -0.3852], [0.2440, 0.0174, 0.5592], [0.0852, -0.0983, 0.1520], [0.3451, 0.8468, 0.5495], [-0.2062, -1.2411, -0.2050], [0.0603, -0.0956, 0.0941], [-0.1276, -0.0345, 0.0612], [0.0322, -0.1700, -0.0780], [-0.1705, 0.0912, 0.0903], [-0.3985, 0.0864, 0.0051], [0.0830, 0.1467, -0.0640], [0.2180, -0.0267, -0.0643], [0.0401, -0.0662, -0.1661], [-0.2542, -0.0657, -0.1185], [1.2994, 0.1844, -0.0880], [-1.2060, -0.6729, -0.6383], [0.0659, 0.3566, 0.2997], [0.0158, 0.0830, 0.1705], [-0.1286, 1.1058, -0.2162], [0.1710, -0.9580, 0.8017], [0.0672, 0.0299, 0.1185], [-0.1399, -0.0368, 0.0232], [0.1599, -0.3740, 0.0936], [-0.2287, -0.0041, -0.0133], [-0.3739, -0.1183, -0.0865], [0.0705, 0.0946, -0.1451], [0.2345, 0.0579, 0.0085], [0.1186, -0.1301, -0.0512]]}